Density functional theory data (ωB97M-V/def2-TZVPD) for a molecular structure, C29H38F6GeN5O4S2ScSi at a distorted geometry.

The total charge is 0. Its energy above the lowest of the compared OMol25 structures with the same formula, charge and spin is 141.50 kJ/mol. The calculation puts the HOMO energy at -6.6141 eV.

The geometry in XYZ format:
```
87
Properties=species:S:1:pos:R:3:lowdin_charge:R:1
Sc 0.43549 -0.87584 1.33091 1.0387
C -0.97619 0.21640 3.68213 -0.1359
N -0.75328 0.79799 2.37770 -0.2171
C -2.06410 0.92932 1.61640 -0.0679
C -1.97280 0.53242 0.15389 -0.4721
C -3.23657 0.06472 -0.38064 -0.0572
C -3.48467 -0.53498 -1.56302 -0.0839
C -2.54358 -0.81183 -2.64196 -0.0716
C -1.26148 -0.38837 -2.58485 -0.0555
N -0.82278 -0.38465 -0.18809 -0.0350
C 0.01461 1.98596 2.37324 -0.1272
C 1.28537 1.87627 1.91233 -0.2972
C 2.05178 3.06816 1.67101 -0.0479
C 3.30859 2.97740 1.28670 -0.0740
C 3.88370 1.67170 1.08974 -0.1245
C 3.19135 0.56898 1.27342 -0.1757
N 1.91410 0.65719 1.73993 -0.0290
C -1.60836 -1.10862 3.54901 -0.2396
C -2.36822 -1.72235 4.55491 0.0135
C -2.76077 -3.05730 4.38879 -0.0025
C -2.54687 -3.63094 3.10571 -0.0406
C -1.96159 -2.92272 2.09280 -0.0980
N -1.35881 -1.77190 2.36812 0.0260
H -1.54691 0.86957 4.32201 0.1367
H 0.02067 0.09289 4.14218 0.1477
H -2.43345 1.93227 1.68956 0.1129
H -2.77671 0.30116 2.10084 0.1036
H -4.11063 0.09612 0.30747 0.1269
H -4.49036 -0.81931 -1.75569 0.0919
H -2.83379 -1.42728 -3.45569 0.0947
H -0.58618 -0.59162 -3.40795 0.0840
H -0.52290 2.87914 2.63524 0.1157
H -0.59359 2.32484 -0.24888 0.1655
H 1.56354 3.94722 1.87182 0.0865
H 3.97926 3.82519 1.04184 0.1184
H 4.85608 1.66114 0.62367 0.0923
H 3.59452 -0.40768 0.96519 0.1212
H -2.50877 -1.12651 5.44923 0.1200
H -3.36354 -3.51052 5.13805 0.1035
H -2.86993 -4.62942 2.94409 0.1047
H -1.77664 -3.32243 1.07689 0.1420
F 3.34477 -5.08797 4.46132 0.1379
C 3.01996 -3.78167 4.48812 -0.7158
F 4.05458 -3.11000 4.08691 0.1902
F 2.68833 -3.34411 5.66702 0.1789
S 1.52863 -3.53645 3.39506 0.6346
O 1.45292 -2.08882 3.26516 -0.3317
O 0.39974 -4.25177 3.89560 -0.2316
N 2.19102 -4.14641 2.11447 -0.2837
S 1.76216 -3.90336 0.63657 0.6509
O 1.55873 -2.47166 0.37607 -0.3742
O 0.73758 -4.74122 0.06835 -0.2425
C 3.26258 -4.27121 -0.36664 -0.6027
F 4.35367 -3.61510 -0.02157 0.1582
F 3.63437 -5.58773 -0.30376 0.1231
F 2.91502 -3.85498 -1.62830 0.1091
C 2.56102 -0.89098 -4.19534 -0.2247
Ge 1.78734 0.92230 -3.66623 0.8841
C 3.30410 2.15070 -3.30424 -0.2151
C 0.49010 1.36687 -5.11279 -0.2137
C 0.92950 0.58936 -1.85589 -0.1893
H 3.23242 -0.87685 -5.07665 0.0116
H 1.75069 -1.55940 -4.61751 0.0271
H 3.15697 -1.43512 -3.47979 -0.0091
H 3.71178 1.95264 -2.30990 0.0064
H 2.89091 3.15312 -3.33334 0.0081
H 4.15682 2.03325 -3.96304 0.0120
H 0.19436 0.37315 -5.45245 0.0072
H 0.83998 1.95523 -5.98616 0.0289
H -0.38115 1.91092 -4.83898 -0.0203
H 1.33567 1.44583 -1.24766 0.0636
H 1.50402 -0.29507 -1.54136 0.0491
C -3.46291 2.23026 -3.29703 -0.1632
Si -2.51493 2.84995 -1.78287 0.5583
C -1.22742 4.08303 -2.32928 -0.1732
C -3.64807 3.51881 -0.40182 -0.1855
C -1.41788 1.59982 -0.83730 -0.1620
C -0.61808 0.35697 -1.51925 -0.4201
H -3.74562 2.97366 -4.04420 0.0328
H -4.39273 1.75922 -3.00054 0.0251
H -2.87400 1.47870 -3.78984 0.0020
H -0.57570 3.49339 -2.89481 -0.0199
H -0.55067 4.53963 -1.60273 0.0398
H -1.60591 4.80274 -3.08790 0.0470
H -4.26400 4.41881 -0.61439 0.0264
H -2.97670 3.84706 0.41411 0.0224
H -4.45961 2.81274 -0.01323 0.0497
```


Density functional theory data (ωB97M-V/def2-TZVPD) for a molecular structure, C29H38HfN2O6PS3Se.

The total charge is +1. Its energy above the lowest of the compared OMol25 structures with the same formula, charge and spin is 14.22 kJ/mol. The calculation puts the HOMO energy at -10.9649 eV.

The geometry in XYZ format:
```
81
Properties=species:S:1:pos:R:3:lowdin_charge:R:1
Hf -0.30430 0.74012 -0.05597 1.4309
C 0.67381 -2.92602 2.41074 -0.5078
C 0.63729 -3.80191 1.16066 -0.4901
S 1.00175 -2.87153 -0.34265 0.8994
C -0.40652 -3.30696 -1.37781 -0.4866
C -1.79031 -3.02100 -0.81613 -0.4468
S -2.21462 -1.29052 -0.42334 0.9066
C -2.91512 -1.50865 1.22459 -0.4871
C -1.97775 -2.04632 2.30649 -0.4549
S -0.27558 -1.39068 2.32933 0.8572
H 1.69323 -2.60232 2.61714 0.0489
H 0.33475 -3.48172 3.28637 0.0922
H -0.33060 -4.29031 1.04928 0.0675
H 1.37592 -4.59580 1.26777 0.0855
H -0.35011 -4.36628 -1.63105 0.0955
H -0.23315 -2.75178 -2.29689 0.0526
H -1.98597 -3.58788 0.09270 0.0605
H -2.52956 -3.34145 -1.55085 0.0909
H -3.77503 -2.17492 1.13961 0.0982
H -3.28877 -0.52028 1.47165 0.0580
H -1.88253 -3.12875 2.22747 0.0716
H -2.42469 -1.83992 3.27817 0.0883
C -3.55029 2.28844 3.19632 0.0235
O -2.13253 2.45387 3.46602 0.0392
C -1.31646 1.86525 2.64637 -0.5817
O -1.64384 0.99902 1.81912 -0.1482
N -0.02806 2.21585 2.82493 0.0803
N 0.90480 1.72481 1.89966 -0.0170
H -4.04936 2.94655 3.89648 0.1065
H -3.84208 1.25698 3.37393 0.0955
H -3.75509 2.58806 2.17398 0.0891
H 0.17537 3.05739 3.34429 0.1808
H 1.65333 1.25348 2.39912 0.1018
H 1.27461 2.50510 1.35644 0.0816
C 5.66938 0.45018 -1.63431 -0.0301
C 5.23807 -0.29576 -0.39288 -0.2600
C 6.21175 -0.88509 0.41481 -0.0275
C 5.88953 -1.53513 1.59608 -0.0566
C 4.56878 -1.60939 2.01491 -0.0715
C 3.58579 -1.03481 1.22845 -0.1357
C 3.89829 -0.39538 0.02331 -0.3321
P 2.47170 0.29910 -0.86151 1.0635
C 2.96085 1.95921 -1.45360 -0.3267
C 2.70556 2.30659 -2.77879 -0.0803
C 2.90375 3.60042 -3.22973 -0.0528
C 3.37392 4.56703 -2.35630 -0.0536
C 3.67545 4.21782 -1.04721 -0.0359
C 3.48521 2.92092 -0.57530 -0.2804
C 3.94036 2.59563 0.83049 -0.0457
C 2.23391 -0.70195 -2.36187 -0.3799
C 3.17674 -1.58055 -2.89258 -0.0837
C 2.88710 -2.30349 -4.03626 -0.0668
C 1.65411 -2.14041 -4.65938 -0.0623
C 0.70525 -1.28800 -4.11667 -0.0541
C 0.96520 -0.57666 -2.94194 -0.3707
C -0.05051 0.31212 -2.29943 -0.2918
H 6.62609 0.07381 -1.99704 0.0910
H 5.79578 1.51412 -1.41374 0.0911
H 4.94562 0.38107 -2.44207 0.0631
H 7.24985 -0.82769 0.10601 0.1205
H 6.67509 -1.97923 2.19559 0.1129
H 4.31593 -2.10568 2.94453 0.1066
H 2.54415 -1.06421 1.53349 0.0412
H 2.35397 1.55621 -3.47567 0.1066
H 2.68568 3.84944 -4.26046 0.1137
H 3.51724 5.58569 -2.69239 0.1118
H 4.07527 4.96533 -0.37130 0.1167
H 3.91029 3.47944 1.46872 0.0900
H 4.97168 2.23208 0.82612 0.0928
H 3.35703 1.79927 1.29215 0.0308
H 4.13026 -1.72075 -2.39763 0.1035
H 3.61800 -2.99049 -4.44466 0.1094
H 1.43024 -2.68904 -5.56678 0.1108
H -0.25954 -1.17249 -4.59957 0.1218
H -1.05526 0.07382 -2.65824 0.0461
H 0.09885 1.34484 -2.65323 0.0638
O -2.11019 1.63135 -0.72277 -0.5747
Se -1.69051 3.26307 -0.61844 0.8874
O -2.30025 3.88204 0.71926 -0.3912
O -0.06600 2.77508 -0.24552 -0.5475
O -1.75751 4.02620 -1.99608 -0.3653
```


Density functional theory data (ωB97M-V/def2-TZVPD) for a molecular structure, C29H38MoN4O2P2 at a distorted geometry.

As for the spin multiplicity: 3. The total charge is +2. The calculation puts the HOMO energy (alpha / beta) at -12.0678 / -12.0678 eV.

The geometry in XYZ format:
```
76
Properties=species:S:1:pos:R:3:lowdin_charge:R:1
Mo -0.05924 -0.17935 -0.40288 1.6823
C -1.20921 1.76802 -0.63149 -0.2063
C -1.59887 0.86356 -1.64590 -0.2044
C -1.02247 0.76233 -3.02893 -0.1996
C 0.24981 -0.11671 -3.18585 -0.1818
C 1.26119 -0.07380 -2.07134 -0.2831
C 1.49860 1.06602 -1.25254 -0.2431
C 1.03182 2.45993 -1.60367 -0.1626
C -0.23117 2.88409 -0.82168 -0.1567
C 1.43968 -1.05622 0.79314 -0.1764
H -1.87307 1.87182 0.23171 0.1242
H -2.52105 0.29857 -1.47318 0.1356
H -0.86348 1.75413 -3.48168 0.1149
H -1.80303 0.29416 -3.65893 0.1131
H -0.05944 -1.16507 -3.32511 0.1225
H 0.75026 0.13942 -4.13457 0.1227
H 1.98809 -0.89627 -2.03789 0.1314
H 2.27575 1.00870 -0.47390 0.1201
H 0.86656 2.55354 -2.68551 0.1126
H 1.84739 3.16590 -1.36082 0.1359
H 0.07625 3.26439 0.16518 0.1313
H -0.71007 3.74679 -1.31940 0.1425
H 1.33254 -0.77911 1.85491 0.0409
H 2.46994 -0.92391 0.43388 0.0389
H 1.10132 -2.11068 0.65024 0.0566
P 1.29751 -1.16101 -8.32790 1.0588
P -1.73193 -0.65302 -7.97856 1.0516
N 2.74576 -0.18012 -8.31564 -0.2927
N 2.08219 -2.40662 -9.38364 -0.2579
N -2.04364 1.07417 -7.79918 -0.2762
N -3.40340 -1.02414 -8.44547 -0.2166
C 0.43791 -0.26218 -9.72027 -0.3789
C -1.06386 -0.57804 -9.71771 -0.3907
C 3.16926 0.47728 -7.15158 -0.1621
C 4.20858 1.32699 -7.48317 -0.0875
C 4.43499 1.20880 -8.89272 -0.0622
C 3.51544 0.29428 -9.38317 -0.1219
C 2.21945 -3.72677 -8.94190 -0.1583
C 2.67100 -4.51421 -9.99754 -0.0836
C 2.81463 -3.65786 -11.13623 -0.0663
C 2.45292 -2.37729 -10.72880 -0.1628
C -1.83094 1.69051 -6.55973 -0.1467
C -1.93683 3.06124 -6.71980 -0.0673
C -2.20865 3.31338 -8.10111 -0.0462
C -2.26724 2.08079 -8.74085 -0.1507
C -4.29365 -0.31883 -9.26480 0.0272
C -5.39458 -1.12266 -9.52801 0.0400
C -5.16083 -2.38654 -8.89072 0.0308
C -3.93145 -2.31071 -8.25609 0.0035
H 0.84490 -0.51892 -10.70875 0.0717
H 0.61776 0.81264 -9.55865 0.0943
H -1.59967 0.15093 -10.34202 0.0712
H -1.25872 -1.57248 -10.15356 0.0940
H 2.67196 0.26256 -6.21792 0.0724
H 4.74470 1.96850 -6.80415 0.0938
H 5.17012 1.73025 -9.48330 0.1021
H 3.35272 -0.04474 -10.39182 0.0855
H 1.98053 -3.97412 -7.92073 0.0873
H 2.87277 -5.57280 -9.96431 0.0958
H 3.13281 -3.93182 -12.13120 0.1017
H 2.43450 -1.46685 -11.30915 0.0834
H -1.62482 1.07478 -5.69708 0.0617
H -1.83661 3.79804 -5.93856 0.1002
H -2.34453 4.26929 -8.57678 0.1089
H -2.46481 1.85075 -9.77788 0.0948
H -4.08202 0.68773 -9.58267 0.1172
H -6.25317 -0.83811 -10.11487 0.1307
H -5.81352 -3.24321 -8.91227 0.1290
H -3.37037 -3.03335 -7.68646 0.1363
C -2.21490 -0.03974 3.55533 0.0120
C -1.47835 -0.02031 2.23399 -0.6782
O -0.61418 0.90993 2.11255 -0.0450
O -1.77042 -0.92438 1.36624 -0.0932
H -1.48950 -0.24164 4.34551 0.0970
H -2.99708 -0.79477 3.57295 0.0869
H -2.64394 0.94726 3.73317 0.0937
```


Density functional theory data (ωB97M-V/def2-TZVPD) for 2 unconnected molecules or ions with the total composition C29H38N3O at a distorted geometry.

The total charge is +1. Its energy above the lowest of the compared OMol25 structures with the same formula, charge and spin is 16.03 kJ/mol. The calculation puts the HOMO energy at -11.7257 eV.

The geometry in XYZ format:
```
71
Properties=species:S:1:pos:R:3:lowdin_charge:R:1
C 0.94576 3.06859 2.53070 -0.0994
N 2.21317 2.89451 1.82842 -0.2811
C 2.87238 4.23019 1.68127 -0.1809
C 4.37850 3.95900 1.67096 -0.1629
C 4.55587 2.54277 2.26442 -0.1512
C 3.15171 2.06716 2.64902 -0.1678
H 0.45827 2.09797 2.66959 0.0648
H 1.13053 3.52929 3.51851 0.0969
H 0.28225 3.71466 1.94184 0.1007
H 2.49311 4.74171 0.78937 0.1190
H 2.61075 4.83398 2.56787 0.1180
H 4.78235 4.00608 0.65453 0.0935
H 4.88405 4.71701 2.27844 0.1132
H 4.99095 1.87235 1.51420 0.1081
H 5.20520 2.54738 3.14612 0.1118
H 2.95180 2.27854 3.71481 0.1187
H 2.97615 1.00005 2.46827 0.1164
C -4.62169 -2.27480 -1.13836 0.0141
N -3.70392 -1.54531 -0.30267 -0.0086
C -3.86929 -1.52537 1.05291 -0.3937
O -4.79488 -2.02852 1.68684 0.0816
C -2.68246 -0.78276 1.64598 -0.1562
C -1.87948 -1.65322 2.60981 -0.0722
C -1.40741 -2.92105 1.93971 -0.2295
C -2.27761 -4.01182 1.83336 -0.0322
C -1.87574 -5.17589 1.17810 -0.0632
C -0.59000 -5.26317 0.63770 -0.0810
C 0.29956 -4.19404 0.78158 -0.0803
C -0.10298 -3.03113 1.44742 -0.0547
N -1.92357 -0.38206 0.47200 0.0726
C -0.78066 0.32149 0.60323 0.0206
C 0.03709 0.68822 -0.46539 -0.0472
C 1.20499 1.44373 -0.39155 0.0643
C 2.01809 1.70528 -1.55017 -0.1829
C 3.10763 2.62163 -1.46873 0.0050
C 3.89616 2.90895 -2.57879 -0.0490
C 3.61605 2.31236 -3.82103 -0.0422
C 2.55168 1.40822 -3.93114 -0.0576
C 1.78106 1.08818 -2.81430 -0.0070
C -2.48284 -0.92727 -0.79189 -0.3332
C -1.58564 -1.98514 -1.48687 -0.0859
C -1.99867 -1.95969 -2.95635 -0.1587
C -2.77092 -0.64297 -3.20675 -0.1635
C -2.84010 0.11985 -1.88374 -0.0795
H -5.47930 -2.56700 -0.52642 0.1072
H -4.96242 -1.64632 -1.96608 0.0937
H -4.16032 -3.18191 -1.55166 0.1030
H -3.06895 0.11369 2.16012 0.1779
H -1.03183 -1.07740 2.99594 0.1158
H -2.55643 -1.89852 3.43890 0.1411
H -3.27609 -3.93686 2.27238 0.1197
H -2.57523 -6.00953 1.09849 0.1126
H -0.27693 -6.17232 0.11937 0.1095
H 1.31208 -4.25574 0.38024 0.1083
H 0.59260 -2.19814 1.58463 0.1110
H -0.52380 0.60234 1.62787 0.1286
H -0.27666 0.34369 -1.44764 0.0744
H 1.53678 1.87433 0.55723 0.0718
H 3.29111 3.10205 -0.50260 0.0789
H 4.73067 3.60406 -2.48425 0.1138
H 4.22212 2.54919 -4.69415 0.1156
H 2.32017 0.94437 -4.89058 0.1136
H 0.98532 0.34701 -2.91636 0.1043
H -0.53421 -1.70561 -1.35120 0.1099
H -1.73288 -2.96214 -1.00715 0.1161
H -1.11825 -2.02268 -3.60785 0.1118
H -2.63185 -2.82719 -3.18769 0.1078
H -2.26579 -0.04676 -3.97673 0.1121
H -3.77917 -0.86146 -3.58292 0.1052
H -3.83457 0.53741 -1.67964 0.1327
H -2.11340 0.93654 -1.85147 0.1060
```